Model A:
Molecular formula: C3H11NO3S
Method: DFT, the ωB97M-V functional and the def2-TZVPD basis

Geometry as XYZ:
```
19
Properties=species:S:1:pos:R:3
N 1.99117 -0.51621 -0.21947
C 1.22190 -0.04173 -1.23184
O 1.60719 0.43399 -2.27452
C -0.26937 -0.31979 -1.00891
C -1.18220 0.64905 -1.74139
S -2.90620 0.17828 -1.89468
H 1.56617 -0.72665 0.67210
H 2.99056 -0.44685 -0.21609
H -0.66291 -0.58984 -0.02860
H -0.36543 -1.28188 -1.54418
H -1.12546 1.65226 -1.29958
H -0.79757 0.79434 -2.74767
H -3.33769 0.58664 -0.69030
O -0.24768 1.31547 2.34770
H -0.64543 0.53990 1.93923
H -0.16024 1.97226 1.64837
O 0.76900 -1.37592 2.39259
H 0.88614 -0.63697 3.00252
H 0.66804 -2.18635 2.89471
```

Computed properties:
SMILES	NC(=O)CCS.O.O
Kohn-Sham gap	9.43	eV
HOMO	-9.131	eV
LUMO level	0.01085	Ha

Model B:
Molecular formula: C3H11NO3S
Method: DFT, the ωB97M-V functional and the def2-TZVPD basis

Geometry as XYZ:
```
19
Properties=species:S:1:pos:R:3
O 1.29109 -3.03395 -0.79594
C 1.47405 -1.89025 -0.45792
N 0.40395 -1.02572 -0.41992
C 0.46081 0.39834 -0.14645
C -0.95208 0.97714 0.01442
S -1.67699 1.21643 1.63053
H 2.35792 -1.27636 -0.22447
H -0.50877 -1.36077 -0.67687
H 1.00567 0.94697 -0.90995
H 0.85520 0.55269 0.85798
H -1.65316 0.51259 -0.68144
H -0.91770 2.01408 -0.32713
H -1.27963 0.24116 2.45837
O -1.27276 -0.99933 -3.61840
H -1.93842 -1.10776 -2.93434
H -1.30941 -0.04167 -3.72876
O 1.55531 1.10664 3.41191
H 0.68321 0.98004 3.80081
H 1.42172 1.78972 2.74756
```

Computed properties:
SMILES	O=CNCCS.O.O
Kohn-Sham gap	9.89	eV
HOMO	-9.634	eV
LUMO level	0.00951	Ha

Name the most stable of them. model A.

Model A:
Molecular formula: C25H31BrN10O6Sr
Method: DFT, the ωB97M-V functional and the def2-TZVPD basis

Geometry as XYZ:
```
74
Properties=species:S:1:pos:R:3
Sr 0.02345 0.73321 -0.20812
N -1.51937 1.73000 1.89373
C -2.87911 2.24951 1.81482
C -3.73537 1.46607 0.82550
N -3.16395 1.31857 -0.51095
C -3.72511 0.15634 -1.20520
C -2.81333 -0.39753 -2.28925
N -1.58969 -0.93292 -1.70275
C -3.32068 2.53868 -1.30788
C -2.12485 3.47829 -1.28952
N -0.95463 2.81173 -1.84640
H -0.87761 2.37933 2.33990
H -1.45526 0.87449 2.43546
H -3.40734 2.23946 2.77704
H -2.82973 3.29733 1.51474
H -3.89533 0.46427 1.22177
H -4.73157 1.93740 0.78396
H -3.88571 -0.63581 -0.46939
H -4.71054 0.38448 -1.64064
H -3.38038 -1.13845 -2.86580
H -2.53257 0.39441 -2.98761
H -1.76690 -1.74848 -1.12683
H -0.90560 -1.18377 -2.40795
H -3.49588 2.25366 -2.34920
H -4.21714 3.09053 -0.98816
H -2.40581 4.39173 -1.82890
H -1.88376 3.77133 -0.26738
H -1.08701 2.58530 -2.82629
H -0.11843 3.38327 -1.79372
O -0.24194 -5.55863 5.12340
N 0.82936 -5.08934 4.78728
O 1.88977 -5.34009 5.31776
C 0.85006 -4.19484 3.61513
C 1.93813 -4.27529 2.83212
C 2.01105 -3.51655 1.62608
C 3.13071 -3.61767 0.78459
C 3.15340 -2.88893 -0.36836
C 2.05832 -2.06021 -0.65186
N 0.99895 -1.93214 0.12679
C 0.96169 -2.66281 1.26005
C -0.19491 -2.55643 2.13576
N -1.18773 -1.71994 1.76616
C -2.23213 -1.62317 2.55860
C -2.36968 -2.30387 3.77012
C -1.37650 -3.16036 4.15492
C -0.25870 -3.32606 3.31759
H 2.75309 -4.93033 3.10654
H 3.95079 -4.26736 1.06415
H 3.98875 -2.92594 -1.05298
H 2.05140 -1.46327 -1.55631
H -3.02427 -0.95960 2.23684
H -3.24807 -2.15163 4.38143
H -1.45182 -3.71087 5.07809
N 1.20707 2.98480 1.02101
N 1.47184 2.68163 2.38661
C 1.75450 1.29630 2.69622
O 2.36643 1.10954 3.74060
O 1.30549 0.44895 1.86629
H 2.04786 2.96531 0.44712
H 0.81876 3.91915 0.98662
H 2.18752 3.25933 2.80913
Br 4.21912 -0.70646 -7.02887
C 4.06109 0.52508 -5.60101
C 4.91456 1.61650 -5.53917
N 4.85243 2.51720 -4.56417
C 3.92862 2.34885 -3.62134
C 3.03257 1.28715 -3.60494
C 3.10232 0.34855 -4.62346
C 1.99575 1.16006 -2.51523
O 1.94405 2.05286 -1.63701
O 1.23015 0.15997 -2.55657
H 5.66943 1.76469 -6.30243
H 3.88619 3.08828 -2.83177
H 2.41370 -0.48480 -4.63651
```

Computed properties:
Kohn-Sham gap	7.71	eV
HOMO	-8.513	eV
LUMO level	-0.02965	Ha

Model B:
Molecular formula: C25H31BrN10O6Sr
Method: DFT, the ωB97M-V functional and the def2-TZVPD basis

Geometry as XYZ:
```
74
Properties=species:S:1:pos:R:3
Sr -0.12478 -0.19305 0.99373
N -2.36004 0.78613 0.61171
C -2.77151 1.96577 1.37674
C -1.96536 2.05084 2.67060
N -0.52247 2.10850 2.43691
C -0.10819 3.34345 1.76917
C 0.10291 3.15786 0.26095
N 0.80168 1.90842 -0.01194
C 0.22017 1.88361 3.68267
C 1.65989 1.44101 3.43505
N 1.66168 0.15367 2.73917
H -2.69850 0.81533 -0.34394
H -2.74334 -0.05940 1.02948
H -3.83614 1.96233 1.63756
H -2.59931 2.85690 0.77292
H -2.16856 1.14825 3.24856
H -2.31506 2.91821 3.25462
H 0.83358 3.68205 2.20457
H -0.84263 4.14302 1.93732
H 0.62748 4.04524 -0.11970
H -0.86170 3.10240 -0.24148
H 1.78985 1.97282 0.21005
H 0.75545 1.66183 -0.99582
H -0.27933 1.07975 4.22449
H 0.21488 2.78183 4.31962
H 2.17424 1.40892 4.40329
H 2.18358 2.17008 2.81245
H 1.26970 -0.55878 3.34938
H 2.59649 -0.14412 2.48920
O -4.24374 -2.96047 -5.76142
N -3.99775 -1.81418 -6.08320
O -4.40274 -1.30135 -7.11027
C -3.18677 -0.98304 -5.17945
C -3.18598 0.34237 -5.45250
C -2.46963 1.26347 -4.64575
C -2.41852 2.63276 -4.95890
C -1.68743 3.46872 -4.15982
C -1.02632 2.91667 -3.05440
N -1.07346 1.64492 -2.72110
C -1.78270 0.80622 -3.50334
C -1.80452 -0.61284 -3.18986
N -1.14902 -1.00769 -2.08548
C -1.04329 -2.29298 -1.82122
C -1.58929 -3.27448 -2.65493
C -2.30426 -2.89767 -3.75970
C -2.45932 -1.52537 -4.05631
H -3.74519 0.70603 -6.30218
H -2.94610 3.00398 -5.82883
H -1.61044 4.52632 -4.37006
H -0.42455 3.55631 -2.41600
H -0.49130 -2.55596 -0.92544
H -1.44499 -4.31944 -2.41887
H -2.73676 -3.64474 -4.40017
N 2.34900 0.09414 -1.98818
N 2.89315 -1.14851 -1.58436
C 2.18654 -1.92018 -0.62275
O 2.38910 -3.13155 -0.65468
O 1.42834 -1.27381 0.17703
H 1.55344 -0.04779 -2.60848
H 3.06705 0.59747 -2.48944
H 3.21518 -1.74058 -2.33541
Br -2.65273 -7.08507 3.43677
C -2.66079 -5.23565 3.85565
C -3.24104 -4.80823 5.04114
N -3.28360 -3.52639 5.38423
C -2.73793 -2.63898 4.56040
C -2.13722 -2.97983 3.35434
C -2.09775 -4.31766 2.99011
C -1.54061 -1.90895 2.47326
O -1.00984 -0.92168 3.04819
O -1.62210 -2.04396 1.23184
H -3.68252 -5.51628 5.73239
H -2.77517 -1.60074 4.86985
H -1.62941 -4.61591 2.06165
```

Computed properties:
Kohn-Sham gap	7.20	eV
HOMO	-8.480	eV
LUMO level	-0.04688	Ha

Name the most stable of them. model A.

Model A:
Molecular formula: C20H21N3O3
Method: DFT, the ωB97M-V functional and the def2-TZVPD basis

Geometry as XYZ:
```
47
Properties=species:S:1:pos:R:3
O 0.02315 -3.22663 -0.18239
C -0.82284 -2.37639 -0.24217
C -2.31978 -2.58791 -0.34431
C -2.92186 -1.19464 -0.51554
N -3.95670 -0.91426 0.44964
C -4.89910 0.09393 0.28003
C -5.38233 0.48487 -0.96707
C -6.38471 1.43167 -1.06286
C -6.93063 2.00460 0.07201
C -6.46104 1.61774 1.31598
C -5.45709 0.67699 1.41948
C -1.72599 -0.24344 -0.36044
O -1.77332 0.95632 -0.31706
N -0.58451 -1.01178 -0.22870
C 0.71554 -0.45254 -0.08955
C 1.58776 -0.93808 0.87243
C 2.85389 -0.40387 0.99733
C 3.28690 0.64399 0.17516
N 4.52125 1.25004 0.32183
C 5.41517 0.89199 1.40428
C 6.35907 -0.24084 0.98165
O 7.10116 0.13842 -0.15782
C 6.25024 0.48618 -1.22663
C 5.29898 1.63027 -0.84214
C 2.37814 1.13117 -0.77574
C 1.11994 0.58960 -0.91361
H -2.54015 -3.26451 -1.16912
H -2.67537 -3.06427 0.57123
H -3.33733 -1.06086 -1.51729
H -3.61954 -0.96236 1.40376
H -4.98387 0.05644 -1.87399
H -6.74182 1.72395 -2.03968
H -7.71073 2.74572 -0.01135
H -6.87405 2.05681 2.21243
H -5.09195 0.38336 2.39447
H 1.28560 -1.75027 1.51464
H 3.50666 -0.82567 1.74438
H 4.85056 0.62785 2.29645
H 6.01872 1.77883 1.62958
H 7.09033 -0.45681 1.76214
H 5.77802 -1.14980 0.76218
H 6.90307 0.78316 -2.04892
H 5.65361 -0.38869 -1.53169
H 4.65474 1.86100 -1.68688
H 5.88589 2.51910 -0.58739
H 2.65002 1.96225 -1.40688
H 0.44172 0.98726 -1.65178
```

Computed properties:
SMILES	O=C1C[C@@H](Nc2ccccc2)C(=O)N1c1ccc(N2CCOCC2)cc1
Kohn-Sham gap	8.39	eV
HOMO	-7.726	eV
LUMO level	0.02452	Ha

Model B:
Molecular formula: C20H21N3O3
Method: DFT, the ωB97M-V functional and the def2-TZVPD basis

Geometry as XYZ:
```
47
Properties=species:S:1:pos:R:3
N 0.98965 -2.02816 1.24456
C 0.67453 -1.13538 0.12543
C 1.60234 -1.23637 -1.08891
C 3.02664 -0.84897 -0.73004
C 4.01529 -1.82319 -0.56859
C 5.30888 -1.44495 -0.20382
C 5.61183 -0.10843 0.02177
C 4.62466 0.85752 -0.11829
C 3.34043 0.48637 -0.49292
C -0.79488 -1.26841 -0.28811
O -1.16142 -0.92035 -1.41130
N -1.59713 -1.72720 0.69146
C -3.05729 -1.65095 0.83576
C -3.51020 -0.23338 1.30439
C -3.09911 0.85585 0.37029
C -3.67958 1.20976 -0.81220
N -2.93132 2.17786 -1.43673
C -1.83147 2.46906 -0.66368
C -0.77679 3.37237 -0.88661
C 0.21045 3.44775 0.07995
C 0.15158 2.64838 1.24714
C -0.89468 1.77331 1.46808
C -1.90698 1.67056 0.49666
C -3.94728 -2.11258 -0.33285
O -5.03637 -2.56274 -0.07038
O -3.54781 -1.94075 -1.57903
H 1.14285 -2.97740 0.86320
H 1.83889 -1.73023 1.68805
H 0.74618 -0.09318 0.51725
H 1.19658 -0.58837 -1.87435
H 1.57289 -2.26601 -1.47989
H 3.78795 -2.83896 -0.76067
H 6.08260 -2.21363 -0.09353
H 6.60764 0.20720 0.32098
H 4.83832 1.93487 0.04790
H 2.56831 1.28290 -0.59659
H -1.06127 -1.97663 1.51023
H -3.30972 -2.35613 1.62168
H -4.59914 -0.28256 1.41438
H -3.10856 -0.05358 2.30148
H -4.58548 0.86162 -1.24588
H -3.13368 2.59915 -2.32673
H -0.73701 3.99805 -1.78882
H 1.04735 4.12909 -0.06127
H 0.93097 2.75245 1.99034
H -0.93521 1.16710 2.36392
H -2.67442 -1.48267 -1.61372
```

Computed properties:
SMILES	N[C@@H](Cc1ccccc1)C(=O)N[C@@H](Cc1c[nH]c2ccccc12)C(=O)O
Kohn-Sham gap	8.71	eV
HOMO	-8.086	eV
LUMO level	0.02305	Ha

Model C:
Molecular formula: C20H21N3O3
Method: DFT, the ωB97M-V functional and the def2-TZVPD basis

Geometry as XYZ:
```
47
Properties=species:S:1:pos:R:3
C 4.53502 -7.28308 -0.84357
O 4.48690 -5.87841 -1.04074
C 3.44729 -5.25197 -0.42645
O 2.61666 -5.80309 0.23878
N 3.52264 -3.91847 -0.70076
N 2.60751 -3.05052 -0.23172
C 2.70798 -1.81822 -0.53368
C 1.75796 -0.85723 -0.06918
C 1.75184 0.48799 -0.35988
N 0.70344 1.10691 0.24547
C 0.37242 2.49535 0.08372
C -0.38888 2.75933 -1.22278
C -1.79252 2.14673 -1.18478
O -2.59022 2.69986 -0.16200
C -3.16293 3.92709 -0.32954
C -3.87006 4.40674 0.77443
C -4.50529 5.62934 0.72204
C -4.44772 6.39782 -0.43039
C -3.74992 5.92530 -1.52532
C -3.10585 4.69909 -1.48409
C -0.01467 0.16491 0.94510
C -1.16386 0.29529 1.71686
C -1.65825 -0.84356 2.31648
C -1.03342 -2.08343 2.15887
C 0.10352 -2.22215 1.39331
C 0.62132 -1.08599 0.77744
H 5.40365 -7.63429 -1.39464
H 3.62468 -7.75215 -1.22224
H 4.63438 -7.51569 0.21853
H 4.29202 -3.59458 -1.29098
H 3.52423 -1.44227 -1.16863
H 2.44402 1.05049 -0.95937
H -0.24403 2.81034 0.92837
H 1.29734 3.08082 0.08891
H -0.46223 3.83844 -1.36829
H 0.15957 2.32963 -2.06270
H -1.72562 1.08287 -0.93988
H -2.28125 2.24418 -2.16132
H -3.90966 3.79383 1.66139
H -5.04909 5.98545 1.58425
H -4.94400 7.35517 -0.47286
H -3.69959 6.51370 -2.42991
H -2.57348 4.36108 -2.35970
H -1.66480 1.24414 1.83222
H -2.55106 -0.77634 2.92079
H -1.45744 -2.94763 2.64828
H 0.59365 -3.17254 1.26003
```

Computed properties:
SMILES	COC(=O)N/N=C/c1cn(CCCOc2ccccc2)c2ccccc12
Kohn-Sham gap	8.23	eV
HOMO	-7.574	eV
LUMO level	0.02395	Ha

Name the most stable of them. model B.

Model A:
Molecular formula: C6H24N2O4
Method: DFT, the ωB97M-V functional and the def2-TZVPD basis

Geometry as XYZ:
```
36
Properties=species:S:1:pos:R:3
C 1.58955 0.55517 -3.18873
C 1.56706 -0.06494 -1.81035
C 0.56788 0.68700 -0.90639
N -0.82524 0.43795 -1.32010
C 0.81977 0.27978 0.61090
N -0.03841 1.11989 1.45951
C -0.56264 0.35169 2.60865
C 0.69687 2.29994 1.93518
H 2.24978 -0.03511 -3.83438
H 1.98171 1.58008 -3.16319
H 0.62772 0.61535 -3.61282
H 1.32551 -1.11572 -1.87270
H 2.55953 -0.05212 -1.39685
H 0.72527 1.82296 -0.98399
H -1.40623 0.43234 -0.55668
H -0.97089 -0.46472 -1.78975
H 1.88936 0.38784 0.79797
H 0.55519 -0.81488 0.67589
H -1.16786 -0.49956 2.23590
H -1.25815 0.99228 3.13864
H 0.21536 -0.06764 3.27027
H 1.04394 2.91413 1.05929
H -0.00897 2.99360 2.43791
H 1.53612 2.11039 2.61822
O -1.43200 -2.40419 0.60502
H -0.72995 -2.64435 1.21122
H -1.37158 -1.41709 0.52403
O -1.41534 3.24607 -0.60843
H -1.15037 2.70553 0.15962
H -1.39317 2.57628 -1.38195
O 0.58790 -2.81328 2.36357
H 1.05479 -3.66025 2.35901
H 1.19033 -2.16371 2.65917
O -1.16836 -2.50667 -2.05388
H -1.25660 -2.61650 -1.08002
H -0.84376 -3.31128 -2.39649
```

Computed properties:
SMILES	CC[C@@H](N)CN(C)C.O.O.O.O
Kohn-Sham gap	9.06	eV
HOMO	-8.986	eV
LUMO level	0.00278	Ha

Model B:
Molecular formula: C6H24N2O4
Method: DFT, the ωB97M-V functional and the def2-TZVPD basis

Geometry as XYZ:
```
36
Properties=species:S:1:pos:R:3
C 1.16887 -0.00997 2.83181
C 0.63395 1.11332 1.98763
N 0.17914 0.50801 0.71829
C 0.18386 1.47418 -0.44119
C -0.38375 2.87463 -0.06970
C -0.87923 0.91790 -1.41653
N -0.30111 -0.25810 -2.20916
C -1.14306 -1.47208 -2.14441
H 2.16234 -0.32031 2.48870
H 0.68039 -0.96208 2.79786
H 1.15244 0.39658 3.86572
H 1.38180 1.95066 1.87242
H -0.09761 1.75305 2.50305
H -0.76932 0.18461 0.83773
H 1.21864 1.68372 -0.73649
H -0.35734 3.36660 -1.02500
H -1.46395 2.79920 0.17785
H 0.32413 3.45626 0.52361
H -1.78554 0.66576 -0.88535
H -0.94775 1.62367 -2.25841
H 0.66431 -0.35792 -1.96102
H -0.69392 -2.43703 -1.90836
H -1.89527 -1.25979 -1.36330
H -1.69781 -1.60839 -3.10174
O 3.24133 0.91279 -2.03712
H 2.30693 1.12460 -2.12149
H 3.27217 0.00890 -1.69199
O -0.89737 -3.23232 0.72812
H -0.81946 -2.29494 0.53816
H -0.91410 -3.52820 1.63832
O -2.75643 -1.25584 1.21199
H -2.65761 -2.20748 1.43032
H -3.62279 -1.36421 0.79288
O 2.26678 -1.48325 -0.73254
H 1.35158 -1.80212 -0.86027
H 1.89475 -0.96039 0.01959
```

Computed properties:
SMILES	CCN[C@H](C)CNC.O.O.O.O
Kohn-Sham gap	8.86	eV
HOMO	-8.666	eV
LUMO level	0.00725	Ha

Name the most stable of them. model A.